# 1
The following is a DFT calculation (ωB97M-V/def2-TZVPD) of a cluster of 10 separate species, C50H82Cl2I2N10O4 in total at a distorted geometry.

Last column: Mulliken charge in e.
Atoms and positions in Å:
I (0.83, 5.32, -0.10)  0.03
I (-0.97, 0.52, -1.64)  0.13
Cl (2.48, 2.38, 1.83)  -0.08
Cl (-1.48, 0.03, 2.50)  -0.08
O (-2.66, 3.17, 2.67)  -0.46
O (-5.19, 6.56, 1.59)  -0.39
O (-1.16, 3.57, 4.65)  -0.61
O (-0.43, 3.83, 2.20)  -0.18
N (-7.04, 4.22, -1.46)  -0.54
N (0.92, -6.32, -2.18)  -0.42
N (2.59, 8.54, -2.15)  -0.42
N (-4.99, -1.52, -3.20)  -0.47
N (2.76, -3.06, 2.06)  -0.51
N (-0.20, -4.95, 2.89)  -0.48
N (1.65, -11.86, -2.19)  -0.49
N (1.75, 2.76, -5.88)  -0.49
N (-5.86, 1.01, 0.95)  -0.61
N (5.94, 5.26, -0.28)  -0.49
C (7.10, 2.98, 2.12)  -0.58
C (1.44, -13.67, -0.29)  -0.47
C (1.90, 3.91, -5.93)  0.28
C (3.06, 9.00, -1.19)  0.21
C (1.59, 10.86, 0.78)  -1.15
C (0.64, 3.11, -2.87)  -1.03
C (-0.86, 2.80, 1.20)  0.91
C (-2.93, -3.15, -3.44)  0.20
C (-7.33, 4.58, -0.40)  0.18
C (3.59, -14.92, -0.84)  -1.14
C (-7.70, 5.05, 0.94)  0.17
C (2.66, -9.35, -1.91)  -0.40
C (-0.35, 1.42, 1.92)  0.61
C (1.39, -3.48, -1.14)  -0.84
C (2.97, -7.95, -2.41)  -0.60
C (-0.15, 3.31, -0.19)  -1.23
C (1.56, -12.66, -1.35)  0.26
C (0.00, -3.69, -0.57)  -0.19
C (2.49, -4.15, -0.31)  0.00
C (1.58, -0.22, 2.99)  -0.54
C (2.80, -14.15, 0.21)  -0.38
C (-4.08, -2.24, -3.31)  0.12
C (-10.21, 4.70, 0.69)  -1.21
C (2.08, 5.37, -5.99)  -0.21
C (-3.25, -4.56, -2.93)  -0.48
C (4.62, 5.35, -6.04)  -1.13
C (-2.94, 4.59, 0.46)  -0.38
C (0.27, -4.48, 3.84)  0.24
C (0.87, -3.89, 5.05)  -0.06
C (3.34, 5.77, -6.75)  -0.47
C (-3.56, 2.12, 0.61)  -0.79
C (-1.21, -2.62, 5.81)  -0.93
C (1.82, -7.04, -2.28)  0.21
C (5.73, 3.45, 1.62)  -0.01
C (7.88, 2.20, 1.07)  -1.15
C (1.12, 1.19, 2.22)  -0.41
C (3.66, 9.60, 0.01)  -0.37
C (2.41, -9.41, -0.41)  -0.88
C (-8.95, 4.35, 1.48)  -0.48
C (5.85, 4.46, 0.56)  0.27
C (-3.94, 6.99, 0.94)  -0.58
C (-2.71, 5.94, 1.36)  -0.23
C (-0.07, 2.56, -1.48)  -0.06
C (-3.49, -4.62, -1.43)  -0.94
C (-4.86, 1.95, 1.66)  0.04
C (-1.36, 3.52, 3.33)  0.42
C (-0.16, -3.67, 6.16)  -0.54
C (2.64, -3.54, 1.01)  0.09
C (-2.46, 3.19, 1.18)  1.34
C (2.63, 9.81, 1.12)  -0.28
H (-10.38, 5.78, 0.68)  0.31
H (-2.52, 4.71, -0.65)  0.24
H (-4.53, 1.35, 2.64)  0.31
H (-0.74, -1.66, 5.57)  0.15
H (3.16, 10.13, 2.03)  0.31
H (8.13, 2.83, 0.21)  0.33
H (3.33, 5.34, -7.76)  0.30
H (-3.65, 8.12, 1.16)  0.26
H (-4.07, 6.84, -0.23)  0.28
H (2.28, -5.22, -0.21)  -0.02
H (-3.16, 1.03, 0.44)  0.11
H (1.65, -4.56, 5.42)  0.34
H (-8.81, 3.27, 1.47)  0.25
H (3.84, -14.29, -1.69)  0.33
H (-1.88, -2.47, 6.66)  0.36
H (3.44, -4.06, -0.86)  0.39
H (4.53, -15.29, -0.41)  0.33
H (4.14, 10.55, -0.24)  0.32
H (5.15, 2.60, 1.25)  0.11
H (-6.49, 1.56, 0.32)  0.26
H (1.79, -9.76, -2.43)  0.42
H (-0.67, -4.62, 6.40)  0.30
H (3.26, -8.00, -3.47)  0.34
H (-10.15, 4.35, -0.34)  0.33
H (4.70, 4.26, -5.97)  0.34
H (-6.44, 0.56, 1.71)  0.27
H (5.49, 5.71, -6.59)  0.33
H (-1.71, 6.52, 1.14)  0.03
H (3.35, 6.86, -6.86)  0.31
H (-1.82, -2.93, 4.96)  0.30
H (1.42, -3.89, -2.16)  0.40
H (-4.13, 4.49, 0.31)  -0.04
H (3.83, -7.54, -1.87)  0.31
H (-4.97, 6.53, 2.57)  0.30
H (1.53, -8.84, -0.12)  0.30
H (4.44, 8.93, 0.39)  0.26
H (8.82, 1.84, 1.50)  0.34
H (5.18, 3.88, 2.46)  0.29
H (0.86, -14.53, -0.65)  0.35
H (-2.07, -2.74, -2.89)  -0.16
H (3.51, -10.01, -2.15)  0.39
H (-6.87, 4.85, 1.63)  -0.10
H (0.36, -3.35, 7.07)  0.32
H (1.59, -2.40, -1.23)  0.48
H (0.91, 11.02, 1.62)  0.33
H (-5.32, 2.99, 1.92)  -0.14
H (0.98, 10.56, -0.08)  0.32
H (1.23, -1.15, 2.34)  0.03
H (-2.63, -4.22, -0.88)  0.11
H (1.21, 5.81, -6.49)  0.32
H (3.02, -15.78, -1.20)  0.30
H (2.77, -0.28, 2.98)  0.34
H (6.94, 2.32, 2.98)  0.33
H (4.67, 5.76, -5.03)  0.30
H (1.71, 2.63, -3.06)  0.29
H (0.89, -13.24, 0.55)  0.27
H (-4.05, 2.44, -0.43)  0.35
H (2.25, -10.45, -0.09)  0.05
H (3.40, -13.29, 0.56)  0.28
H (-4.38, -4.04, -1.15)  0.38
H (-9.10, 4.65, 2.52)  0.38
H (-0.75, -3.24, -1.23)  -0.47
H (-2.80, 5.78, 2.52)  0.21
H (2.10, 5.78, -4.97)  0.17
H (-0.23, -4.76, -0.47)  0.43
H (7.32, 1.34, 0.71)  0.30
H (2.13, 8.87, 1.37)  0.19
H (-7.85, 6.14, 0.93)  0.39
H (-0.10, -3.22, 0.42)  0.19
H (-4.12, -4.96, -3.46)  0.34
H (1.35, -2.94, 4.80)  0.03
H (-0.05, 2.69, -3.75)  0.38
H (-3.65, -5.65, -1.12)  0.33
H (7.69, 3.83, 2.46)  0.30
H (-2.40, -5.21, -3.17)  0.29
H (-2.65, -3.21, -4.49)  0.34
H (-11.08, 4.22, 1.15)  0.36
H (1.14, -0.28, 4.08)  0.20
H (2.06, 11.82, 0.54)  0.32
H (3.27, -9.02, 0.15)  0.32
H (0.62, 4.28, -2.98)  0.29
H (2.65, -14.80, 1.08)  0.33

SMILES   C/C(Cl)=C(\Cl)[C@]1(/C(I)=C(/C)I)OC(=O)O[C@@]1(CCN)CCCO.CCCC#N.CCCC#N.CCCC#N.CCCC#N.CCCC#N.CCCC#N.CCCC#N.CCCC#N.CCCC#N
E_tot   -4318.261632 Eh
HOMO-LUMO gap   0.3033 Ha
Maximum force   0.1856 Eh/bohr

---

# 2
The following is a DFT calculation (ωB97M-V/def2-TZVPD) of a cluster of 11 separate species, C50H85IO18 in total at a distorted geometry.

Last column: Mulliken charge in e.
Atoms and positions in Å:
I (-0.72, -1.67, 1.76)  0.14
O (-10.26, 1.25, 0.42)  -0.58
O (-13.76, 4.52, -1.48)  -0.56
O (-3.96, 1.19, 0.54)  -0.50
O (5.80, -0.23, -1.86)  -0.48
O (1.99, -1.32, -0.63)  -0.16
O (-3.79, 4.43, 4.02)  -0.59
O (2.30, 6.03, 4.94)  -0.47
O (4.61, 3.14, 3.47)  -0.53
O (-5.62, -6.06, -0.03)  -0.48
O (10.46, -2.20, -4.41)  -0.56
O (6.44, -4.22, -3.87)  -0.45
O (-5.37, -3.31, -2.93)  -0.58
O (0.24, 2.99, 1.98)  -0.44
O (-3.24, -3.04, 2.33)  -0.50
O (-0.80, -4.29, -2.07)  -0.64
O (0.19, -1.63, -2.32)  -0.10
O (4.04, -5.24, -0.09)  -0.44
O (-4.06, 2.11, -1.49)  -0.41
C (-1.73, -3.55, -1.89)  0.01
C (-2.14, -4.26, 0.57)  -1.16
C (-4.23, 3.31, 4.11)  0.89
C (-9.24, -0.39, -0.96)  -1.06
C (6.02, -5.63, -1.33)  -0.76
C (2.11, 4.39, 2.43)  -0.83
C (7.33, 1.41, -1.09)  -1.29
C (10.63, -3.35, -4.06)  0.76
C (4.52, 3.04, 5.84)  -0.88
C (-2.31, -3.15, 1.61)  0.17
C (-5.15, -3.73, -0.02)  -1.29
C (-4.35, -3.03, -2.37)  -0.43
C (-4.57, 0.95, -2.16)  -0.73
C (2.56, -1.81, -1.81)  0.37
C (0.65, 4.02, 2.47)  0.84
C (-3.38, 1.75, -0.35)  0.67
C (5.36, 1.08, 4.39)  -1.17
C (4.80, -6.06, -0.55)  0.59
C (-5.21, -5.13, 0.60)  -0.21
C (4.57, -7.54, -0.39)  -1.25
C (-3.80, -0.90, -3.79)  -1.52
C (-9.28, 0.92, -0.21)  0.85
C (-3.33, -2.09, -2.98)  0.51
C (-2.04, -2.36, -2.76)  1.41
C (-3.88, 2.43, 5.29)  -1.19
C (6.22, -1.94, -4.50)  -1.01
C (-2.70, -3.78, -0.75)  0.90
C (4.81, 2.48, 4.46)  0.89
C (-0.85, -1.62, -3.29)  -1.41
C (-13.98, 4.41, 0.88)  -1.05
C (-4.00, -3.54, -0.98)  1.08
C (-8.06, 1.79, -0.28)  -0.94
C (-0.28, 4.98, 3.16)  -0.60
C (1.45, 6.90, 6.98)  -1.19
C (4.85, -3.83, -5.60)  -1.26
C (-13.09, 2.45, -0.52)  -0.85
C (9.48, -4.18, -3.53)  -0.50
C (2.97, -1.29, 0.42)  -0.09
C (-13.62, 3.86, -0.48)  0.81
C (-5.14, 2.72, 3.07)  -0.83
C (3.06, -2.67, 1.08)  -0.73
C (5.20, 2.01, -2.40)  -1.17
C (6.08, 0.95, -1.79)  0.95
C (5.89, -3.41, -4.59)  0.93
C (2.58, 8.37, 5.19)  -1.26
C (-3.44, 0.40, -3.04)  0.05
C (-1.92, 2.10, -0.22)  -0.88
C (11.99, -4.00, -4.12)  -1.15
C (1.42, -2.07, -2.86)  -0.79
C (2.13, 7.00, 5.63)  0.86
H (4.01, -2.76, 1.61)  0.35
H (5.96, -6.02, -2.35)  0.32
H (5.41, -7.99, 0.14)  0.35
H (-6.06, -3.65, -0.62)  0.53
H (3.92, -0.96, -0.01)  -0.11
H (2.12, 7.25, 7.76)  0.38
H (0.54, 7.51, 6.99)  0.34
H (1.18, 5.87, 7.17)  0.29
H (6.98, -1.78, -3.74)  0.22
H (-14.76, 3.80, 1.34)  0.31
H (4.13, 4.05, 5.74)  0.04
H (-5.21, -2.94, 0.73)  0.34
H (11.95, -4.87, -4.77)  0.31
H (2.24, 5.34, 1.90)  0.37
H (-7.86, 2.07, -1.32)  0.34
H (2.51, 4.48, 3.43)  0.03
H (5.18, -3.55, -6.60)  0.38
H (6.06, -4.55, -1.37)  0.08
H (5.76, 2.57, -3.15)  0.38
H (-1.49, 1.43, 0.51)  0.23
H (-8.22, 2.70, 0.30)  0.32
H (1.33, -3.14, -3.06)  0.34
H (-3.38, 1.53, 4.94)  0.29
H (-13.10, 4.42, 1.52)  0.30
H (5.53, 0.81, 3.35)  0.24
H (3.66, -7.71, 0.19)  0.30
H (-4.85, -5.29, 1.63)  0.43
H (-14.35, 5.43, 0.77)  0.30
H (-1.06, -4.39, 0.45)  0.42
H (4.85, 2.69, -1.62)  0.33
H (12.71, -3.29, -4.51)  0.32
H (-4.88, -0.99, -3.91)  0.41
H (5.44, 3.07, 6.43)  0.38
H (3.07, -2.77, -1.65)  -0.01
H (-8.42, -1.01, -0.58)  0.20
H (5.32, -1.38, -4.23)  0.26
H (-4.68, 1.84, 2.63)  0.11
H (-6.10, 2.46, 3.51)  0.43
H (2.66, 3.62, 1.90)  0.23
H (-3.18, 1.18, -3.77)  0.26
H (-3.22, 2.97, 5.97)  0.32
H (-0.25, 5.96, 2.67)  0.34
H (12.30, -4.31, -3.12)  0.31
H (-7.20, 1.26, 0.12)  0.19
H (-1.06, -0.58, -3.56)  0.55
H (3.29, -1.10, -2.23)  -0.15
H (3.78, 2.42, 6.34)  0.31
H (-5.38, 1.31, -2.79)  0.34
H (-5.30, 3.46, 2.28)  0.25
H (2.22, -2.79, 1.77)  0.13
H (1.68, -1.49, -3.75)  0.38
H (2.60, -0.56, 1.15)  0.36
H (7.07, 2.07, -0.26)  0.34
H (-4.79, 2.15, 5.83)  0.36
H (8.57, -3.59, -3.54)  -0.23
H (1.72, 9.05, 5.13)  0.36
H (3.04, 8.30, 4.21)  0.32
H (-12.17, 2.38, 0.06)  0.17
H (4.71, -4.91, -5.55)  0.33
H (-2.55, -5.19, 0.93)  0.43
H (7.98, 1.95, -1.78)  0.38
H (6.31, 1.03, 4.92)  0.37
H (-12.87, 2.18, -1.55)  0.27
H (-10.18, -0.92, -0.82)  0.33
H (7.87, 0.55, -0.70)  0.29
H (9.69, -4.49, -2.51)  0.35
H (9.34, -5.06, -4.16)  0.34
H (-9.08, -0.21, -2.02)  0.34
H (4.34, 1.54, -2.87)  0.24
H (-0.50, -2.12, -4.20)  0.43
H (3.30, 8.78, 5.90)  0.37
H (0.01, 5.10, 4.21)  0.10
H (6.92, -6.00, -0.85)  0.42
H (3.90, -3.34, -5.38)  0.24
H (-2.56, 0.27, -2.42)  -0.11
H (-3.35, -0.90, -4.78)  0.48
H (4.46, -8.01, -1.37)  0.33
H (-1.78, 3.12, 0.15)  0.32
H (-1.30, 4.60, 3.13)  0.03
H (4.66, 0.38, 4.83)  0.32
H (3.00, -3.48, 0.35)  0.24
H (-13.83, 1.76, -0.12)  0.34
H (6.60, -1.59, -5.46)  0.44
H (-4.93, 0.19, -1.46)  0.39
H (-1.39, 1.98, -1.17)  0.34

SMILES   CCOCCOCC1=C(CCCOC(C)=O)C(=O)C(CC=O)=C(CC(=O)I)C1=O.CC(C)=O.CC(C)=O.CC(C)=O.CC(C)=O.CC(C)=O.CC(C)=O.CC(C)=O.CC(C)=O.CC(C)=O.CC(C)=O
E_tot   -3608.088354 Eh
HOMO-LUMO gap   0.2973 Ha
Maximum force   0.0225 Eh/bohr

---

# 3
The following is a DFT calculation (ωB97M-V/def2-TZVPD) of a structure of composition C50H87BrIN9O10P2S at a distorted geometry.

Last column: Mulliken charge in e.
Atoms and positions in Å:
I (-3.09, -1.27, -2.46)  0.10
Br (4.18, -2.90, -1.73)  -0.24
S (1.88, 1.18, -3.10)  1.47
P (3.08, -1.41, -3.04)  -0.24
P (3.19, -0.60, 1.77)  0.43
O (-0.87, -0.26, 0.04)  0.68
O (2.24, 0.69, -4.40)  -0.78
O (4.24, -1.45, 1.22)  -0.83
O (1.31, -3.96, -1.25)  -0.59
O (-3.05, 2.85, -0.57)  -0.58
O (3.78, 0.59, 2.66)  -0.22
O (2.33, -1.42, 2.86)  -0.53
O (2.41, 2.48, -2.80)  -0.71
O (1.61, -2.05, -3.39)  -0.18
O (0.31, 1.32, -3.08)  -0.30
N (-3.80, 5.18, -6.31)  -0.48
N (-4.92, -4.38, -0.49)  -0.32
N (-4.72, -2.28, -7.96)  -0.54
N (7.72, 4.43, 0.21)  -0.44
N (-0.79, -3.15, -0.84)  0.78
N (6.00, 1.09, 7.71)  -0.49
N (-5.50, -0.78, 2.34)  -0.50
N (0.92, 1.25, 4.56)  -0.46
N (6.65, 1.32, -0.74)  -0.54
C (1.23, 2.10, 7.00)  -0.59
C (5.96, 1.78, -1.95)  -1.05
C (6.23, 2.89, 3.22)  -0.33
C (-0.82, -0.43, 2.52)  1.87
C (8.18, -0.90, 5.91)  -0.44
C (-1.31, -3.37, 0.53)  -0.86
C (-7.66, -3.34, 3.18)  -0.48
C (-1.06, -0.66, -2.91)  -1.36
C (0.24, 1.86, -0.34)  -1.05
C (-2.67, 5.72, -4.02)  -0.45
C (-6.19, -3.26, 2.76)  0.03
C (-0.59, 0.62, -2.16)  2.34
C (7.52, 4.73, 1.30)  0.30
C (-3.43, 5.05, -2.87)  0.31
C (-1.02, -0.53, -4.45)  0.80
C (1.46, -0.34, -0.65)  3.09
C (2.03, 0.27, 0.69)  -0.72
C (-3.30, 5.42, -5.31)  0.27
C (3.83, 0.60, -1.41)  -2.67
C (1.65, 0.95, 7.92)  -0.32
C (-4.88, 5.53, -2.76)  -1.40
C (-6.30, -3.37, -3.77)  -0.82
C (-4.03, -1.38, -7.83)  0.25
C (1.05, 1.64, 5.63)  0.28
C (0.62, -3.03, -0.86)  -1.41
C (1.34, -1.84, -0.22)  -0.33
C (-6.07, -5.57, -2.50)  -0.49
C (-1.90, -0.42, 3.61)  -1.67
C (-1.37, 0.26, 1.27)  -1.26
C (0.05, 0.44, -0.75)  0.98
C (-2.73, 1.77, -1.03)  -0.32
C (-1.43, -1.88, -5.10)  -1.61
C (2.48, -0.02, -1.84)  0.37
C (7.31, 3.90, 3.60)  -0.55
C (-5.77, -4.80, -3.79)  -0.34
C (4.93, 0.76, -2.47)  -0.48
C (-1.17, -4.31, -1.67)  -1.23
C (-3.16, -0.21, -7.66)  0.64
C (-5.44, -4.93, -1.35)  0.18
C (0.61, -0.16, 7.98)  -1.10
C (-5.00, 1.41, -8.35)  -1.41
C (-5.79, -1.88, 2.52)  0.27
C (-3.99, 1.03, -7.28)  -0.28
C (-7.95, -2.57, 4.47)  -1.17
C (-1.71, 1.70, -2.14)  -1.79
C (0.41, 2.87, 0.25)  -0.43
C (7.04, -1.15, 4.94)  -0.97
C (7.28, 5.12, 2.68)  -0.51
C (6.75, 0.25, 7.56)  0.30
C (7.72, -0.83, 7.36)  -0.44
H (4.29, -0.01, -0.62)  0.94
H (-2.61, -0.03, -8.58)  0.44
H (6.40, 2.50, 2.21)  -0.05
H (-4.70, -4.79, -3.97)  0.25
H (-0.50, -3.37, 1.26)  0.35
H (7.53, 1.80, -0.68)  0.38
H (-0.75, -4.23, -2.67)  0.25
H (-2.25, 1.57, -3.08)  0.79
H (2.39, 1.28, 0.61)  0.84
H (2.60, 0.54, 7.58)  0.23
H (-1.64, 5.36, -4.05)  0.25
H (6.08, 1.56, 0.06)  0.00
H (0.00, -0.36, -4.78)  0.04
H (5.48, 2.76, -1.84)  0.30
H (-7.34, -2.94, 5.29)  0.30
H (6.70, 1.88, -2.75)  0.59
H (-2.07, 0.58, 4.01)  0.34
H (-7.93, -4.38, 3.32)  0.34
H (0.93, -0.95, 8.66)  0.35
H (-5.69, -6.59, -2.57)  0.31
H (7.25, -1.77, 7.66)  0.28
H (-2.64, 6.80, -3.89)  0.36
H (-5.54, 2.31, -8.05)  0.39
H (1.99, 2.89, 7.00)  0.33
H (-3.19, 0.89, -0.59)  0.36
H (5.51, -0.16, -2.58)  0.54
H (1.81, 1.35, 8.92)  0.32
H (-5.82, -2.79, -2.98)  0.07
H (-4.92, 6.61, -2.61)  0.32
H (-1.59, -1.09, 4.40)  0.45
H (7.15, 4.22, 4.63)  0.34
H (-1.27, 2.68, -2.22)  0.50
H (-1.86, -4.30, 0.60)  0.52
H (6.23, 2.03, 3.90)  0.04
H (-3.31, 1.86, -7.12)  0.35
H (-3.42, 3.97, -3.00)  -0.26
H (4.59, 1.15, -3.42)  0.43
H (-0.94, -5.26, -1.20)  0.41
H (0.04, 0.12, 2.90)  -0.55
H (-2.45, -0.43, -6.87)  -0.83
H (1.16, 0.33, 1.35)  -0.99
H (-6.23, -5.34, -4.63)  0.31
H (8.04, 5.85, 2.98)  0.34
H (-0.36, 0.21, 8.32)  0.30
H (-6.02, -3.84, 1.84)  -0.07
H (-7.74, -1.50, 4.35)  0.34
H (6.31, -0.34, 4.97)  0.11
H (-7.15, -5.63, -2.32)  0.33
H (-5.54, -3.68, 3.54)  0.31
H (8.56, -0.66, 8.03)  0.31
H (-2.91, 5.26, -1.94)  0.40
H (-7.38, -3.35, -3.61)  0.36
H (-8.29, -2.95, 2.38)  0.31
H (-2.45, 0.11, 1.27)  0.75
H (8.29, 3.42, 3.57)  0.32
H (2.34, -2.24, -0.10)  0.70
H (0.63, 3.79, 0.76)  0.66
H (-5.45, 5.28, -3.65)  0.35
H (3.67, 1.58, -0.98)  0.87
H (-0.48, -1.55, -2.71)  -0.43
H (6.31, 5.61, 2.74)  0.27
H (6.52, -2.09, 5.17)  0.39
H (-1.25, 1.33, 1.42)  0.12
H (7.40, -1.21, 3.91)  0.37
H (-2.25, -4.26, -1.78)  0.32
H (-2.82, -0.84, 3.21)  0.33
H (0.47, -0.63, 7.00)  0.26
H (8.93, -1.69, 5.81)  0.33
H (8.68, 0.04, 5.64)  0.27
H (-5.37, 5.05, -1.91)  0.38
H (-4.51, 0.84, -6.34)  0.24
H (0.29, 2.55, 7.34)  0.30
H (-2.45, -1.89, -5.45)  0.31
H (-5.74, 0.62, -8.50)  0.37
H (2.45, -2.35, 2.65)  0.41
H (5.24, 3.34, 3.25)  0.32
H (-6.09, -2.88, -4.72)  0.24
H (-1.99, -2.56, 0.78)  0.03
H (-9.00, -2.67, 4.75)  0.34
H (0.93, -1.79, 0.79)  -0.45
H (3.42, 0.54, 3.55)  0.10
H (-0.59, -1.47, 2.33)  -0.50
H (-0.80, -2.00, -5.99)  0.44
H (1.74, -2.69, -4.10)  0.36
H (-4.51, 1.61, -9.30)  0.33
H (-1.72, 0.23, -4.78)  0.33
H (-1.19, -2.72, -4.46)  0.18

E_tot   -7155.131797 Eh
HOMO-LUMO gap   0.3184 Ha
Maximum force   0.0282 Eh/bohr